No. 1
Below is C48H50MoN11O3P as an isolated structure in a non-equilibrium geometry, with properties calculated with the ωB97M-V functional and the def2-TZVPD basis.

Properties
Total charge = +4
Electronic energy = -3095.4164 hartree
Frontier orbital gap (alpha / beta) = 5.7 / 5.1 eV
LUMO (alpha / beta) = -11.5 / -12.1 eV
<S²> = 2.030
2S+1 = 3

```
114
C48H50MoN11O3P | the OMol25 dataset | the ωB97M-V functional and the def2-TZVPD basis
Mo -0.5645 0.2539 0.7575
P 0.3472 -1.4966 -0.9110
O 1.9143 -2.3446 3.0027
O 0.3639 -1.7252 1.5686
O -4.8191 0.1364 -4.7309
N 2.0102 0.3538 3.2149
N 4.5466 -0.6405 3.0824
N -2.9484 1.1467 -2.9207
N -0.6455 -3.2279 3.4575
N 1.0326 1.6529 0.6603
N -2.5528 4.4160 -0.7531
N -0.5887 0.6215 2.7845
N -2.3857 -1.1732 1.1717
N 5.5697 7.0249 0.1896
N -1.4990 2.1990 0.5493
N -1.4395 0.4546 -1.1171
C 6.0871 5.8288 0.2404
C 4.0187 -0.0262 2.0487
C 2.3866 -2.6050 0.6913
C 5.2616 4.7082 0.2275
C -0.6320 -4.1401 -0.7246
C -2.8506 -3.6408 -2.3062
C -3.3200 3.6298 -0.0080
C 0.7369 -0.8223 -2.5629
C 3.2561 2.5741 0.9093
C -5.0782 0.0850 -3.3610
C -3.4575 0.0159 -5.0295
C 1.6168 0.2614 -2.5518
C 2.9437 3.7599 0.2290
C 3.3823 6.2039 0.1180
C 3.4975 -4.0208 -1.4128
C -1.6981 -2.4680 4.1872
C 0.2772 -1.3219 -3.7771
C 4.0809 -4.0843 -0.1534
C 2.7436 0.5624 2.1010
C 1.5868 -2.1648 1.8346
C -3.1836 -1.2048 2.4382
C 3.5305 -3.3772 0.9001
C -2.1381 0.7864 -2.0049
C -0.7003 3.0685 -0.1159
C 1.5692 0.3394 -4.9477
C 4.2881 7.2602 0.1282
C -2.0143 -2.5994 -1.9443
C -4.3866 1.2675 -2.6545
C 1.6333 3.8451 -0.2316
C 3.8680 -0.7117 4.2096
C -1.1200 -1.1058 4.6176
C 2.0393 0.8317 -3.7377
C -1.5317 0.1634 3.8353
C -1.4823 -5.1766 -1.0777
C 2.3093 1.5829 1.1315
C 3.8766 4.8940 0.1668
C 0.6882 -0.7311 -4.9620
C 0.7166 2.8305 0.0302
C -1.2719 4.1637 -0.7964
C -2.9640 0.0293 3.3043
C -2.8003 2.5075 0.6127
C 2.4075 -3.1956 -1.6447
C -2.5767 -4.9359 -1.8944
C 2.5424 -0.2813 4.2573
C -2.6394 1.1305 -4.3516
C -2.9690 -2.4344 3.3287
C -0.8675 -2.8415 -1.1829
C 1.8517 -2.4736 -0.5953
H -6.1610 0.1464 -3.2391
H 4.3660 -1.1562 5.0604
H 0.8711 0.4831 3.1304
H -4.7356 2.2060 -3.0968
H 2.7318 1.6588 -3.7315
H -3.3672 0.0991 -6.1138
H 7.1659 5.7516 0.2946
H -1.5754 0.9645 4.5846
H 1.9332 -0.4227 5.1347
H -1.5713 0.9721 -4.4939
H -3.0399 -3.3611 2.7541
H -4.7127 -0.8617 -2.9252
H -0.0310 -1.1843 4.6315
H -0.9930 -4.1369 3.1386
H -4.3670 3.8861 0.0574
H -3.4496 1.8279 1.1452
H -4.5759 1.2662 -1.5797
H 4.9307 -4.7253 0.0177
H -1.4290 -0.9382 5.6506
H -0.6800 4.8174 -1.4195
H -2.1013 -2.1318 0.9437
H 1.8833 0.7870 -5.8780
H -0.3777 -2.1811 -3.8056
H -0.3180 -2.6098 2.6371
H 0.1836 -3.3953 4.0441
H 3.9368 -3.4501 1.8991
H 1.9629 -3.1533 -2.6293
H 3.8819 -4.6252 -2.2194
H -1.2822 -6.1773 -0.7295
H -2.9400 2.0975 -4.7632
H 4.2311 2.4525 1.3499
H -1.9250 -3.0362 5.0954
H -3.8223 -2.4381 4.0086
H 2.3270 6.4231 0.0994
H 1.3057 4.7312 -0.7484
H -3.2309 0.9408 2.7771
H -3.6424 -0.0461 4.1559
H 0.3273 -1.1177 -5.9024
H -3.2191 -5.7452 -2.2008
H -2.2316 -1.5932 -2.2736
H 5.7089 3.7285 0.2376
H -3.0730 -0.9652 -4.7114
H 0.2380 -4.3529 -0.1203
H 1.9817 0.6292 -1.5952
H -3.7112 -3.4497 -2.9268
H -4.2425 -1.2288 2.1559
H -0.5566 1.6335 2.9189
H 3.9630 8.2928 0.0892
H -3.0354 -0.9226 0.4237
H 4.6118 -0.0081 1.1433
```



No. 2
Below is a single C24H32N2O3 molecule, with properties calculated with the ωB97M-V functional and the def2-TZVPD basis.

Properties
Structure (SMILES) = COc1ccc(/C=C/CN2CCN(Cc3cccc(OC)c3)[C@H](CCO)C2)cc1
Electronic energy = -1268.9005 hartree
Frontier orbital gap = 8.5 eV
LUMO = 0.8 eV

```
61
C24H32N2O3 | the OMol25 dataset | the ωB97M-V functional and the def2-TZVPD basis
O 5.9797 0.4584 -0.5429
O 1.1924 2.4522 -1.1663
O -5.8247 1.2703 -1.5846
N -3.3337 0.2104 1.3777
N -2.2426 -1.9584 -0.1838
C 1.5944 1.4556 0.9076
C 0.6716 1.9717 -0.0024
C -0.1896 0.9284 2.4230
C 6.9200 0.3561 0.4969
C 0.0259 -2.1258 -1.1745
C 1.1606 0.9429 2.1107
C 2.3278 -1.5493 -0.4083
C -1.8440 -1.7925 1.2022
C -2.5996 1.3783 1.8355
C -5.6009 -0.1208 -1.5684
C -2.4597 -0.6554 -0.7902
C -1.3072 -2.7806 -0.9502
C 3.9129 -0.0875 -1.4941
C -2.9576 -1.0602 1.9591
C 1.0501 -2.2387 -0.3301
C -1.1194 1.4336 1.5260
C 2.6992 -0.7332 -1.4809
C 4.8081 -0.2291 -0.4311
C 3.2343 -1.6879 0.6406
C -4.9323 -0.5980 -0.2793
C 0.3116 2.9448 -2.1453
C 4.4559 -1.0409 0.6412
C -3.5769 0.0941 -0.0495
C -0.6799 1.9697 0.3198
H -3.8482 -1.6974 1.9554
H -3.0939 2.2515 1.3983
H -1.1843 -3.7188 -0.4021
H -4.7895 -1.6769 -0.3250
H 7.2639 -0.6752 0.6294
H -6.5493 -0.6599 -1.7111
H -0.4008 2.1790 -2.4706
H 0.9387 3.2329 -2.9876
H 0.0893 -1.4706 -2.0316
H 0.9458 -2.9009 0.5222
H 2.6390 1.4699 0.6434
H -6.3215 1.5052 -0.7924
H 2.9751 -2.3137 1.4833
H 7.7614 0.9789 0.1969
H -1.5416 -0.0477 -0.7688
H -2.7362 1.4231 2.9213
H 5.1214 -1.1769 1.4797
H -1.4102 2.3856 -0.3583
H 2.0312 -0.6035 -2.3175
H -3.6489 1.1079 -0.4584
H -1.7065 -2.7837 1.6430
H -0.8972 -1.2353 1.2903
H -1.7861 -2.9984 -1.9101
H 6.5158 0.7285 1.4442
H -2.7540 -0.8052 -1.8321
H 4.1977 0.5457 -2.3194
H -0.2391 3.8223 -1.7902
H 1.8805 0.5474 2.8117
H -2.6559 -0.9002 2.9956
H -4.9624 -0.3197 -2.4318
H -0.5202 0.5236 3.3686
H -5.5832 -0.3659 0.5673
```



No. 3
Below is a single C4H5NO2 molecule, with properties calculated with the ωB97M-V functional and the def2-TZVPD basis.

Properties
Structure (SMILES) = O=C[C@H]1CN=CO1
Electronic energy = -360.6088 hartree
Frontier orbital gap = 10.8 eV
LUMO = 0.8 eV

```
12
C4H5NO2 | the OMol25 dataset | the ωB97M-V functional and the def2-TZVPD basis
O 0.6718 -1.8848 1.8980
O 1.2024 0.7769 -0.2992
N -0.9527 1.1111 -0.9343
C -0.9408 -0.2599 -0.4588
C 0.6255 -0.5166 -0.0867
C 0.4498 -0.8311 1.3625
C 0.2189 1.5610 -0.8052
H 0.5440 2.5512 -1.0973
H -1.6554 -0.3045 0.3959
H -0.1342 -0.0077 1.8183
H 1.2958 -1.2299 -0.6011
H -1.3250 -0.9659 -1.1919
```



No. 4
Below is a 2-piece molecular cluster, C8H5BrN4 overall in a non-equilibrium geometry, with properties calculated with the ωB97M-V functional and the def2-TZVPD basis.

Properties
Electronic energy = -3100.7330 hartree
Frontier orbital gap (alpha / beta) = 7.8 / 4.5 eV
LUMO (alpha / beta) = -2.2 / -4.0 eV

```
18
C8H5BrN4 | the OMol25 dataset | the ωB97M-V functional and the def2-TZVPD basis
Br -2.9219 -2.4474 -0.3125
N 0.5552 2.0237 -1.1051
N -1.0410 1.0773 0.0447
N -4.1052 2.3316 0.8817
N -0.5842 2.2208 -0.5774
C 0.0368 0.1554 0.0347
C 2.5141 -0.9836 -0.5407
C -2.1648 0.7900 0.7105
C -3.2406 1.5878 0.8860
C 0.9878 0.8252 -0.7761
C 2.2671 0.2847 -1.0568
C 0.3390 -1.0891 0.6264
C 1.5827 -1.5906 0.3055
H -0.4293 -1.4799 1.3155
H -2.0311 -0.2233 1.0507
H 3.1492 0.7228 -1.4997
H 1.7539 -2.5355 0.7751
H 3.3321 -1.6699 -0.7626
```



No. 5
Below is a 4-piece molecular cluster, C33H77F3IN10O7P3 overall in a non-equilibrium geometry, with properties calculated with the ωB97M-V functional and the def2-TZVPD basis.

Properties
Structure (SMILES) = CCC(=O)OCC[C@]1(CCCI)CC(=O)N[C@@H]1C[C@@H](O)C(F)(F)F.CN(C)P(=O)(N(C)C)N(C)C.CN(C)P(=O)(N(C)C)N(C)C.CN(C)P(=O)(N(C)C)N(C)C
Electronic energy = -3998.9601 hartree
Frontier orbital gap = 7.6 eV
LUMO = 0.0 eV

```
134
C33H77F3IN10O7P3 | the OMol25 dataset | the ωB97M-V functional and the def2-TZVPD basis
I 5.1485 1.8070 -2.5330
P -7.5023 3.0644 0.2725
P -4.0569 -3.3258 -1.4439
P 5.9057 -4.9107 -0.0976
F -0.3448 2.1066 2.0196
F -0.1741 0.9047 0.2038
F -1.7903 2.3564 0.4389
O 1.6091 8.1010 0.9133
O -7.8142 2.7551 -1.1768
O 6.3223 -4.0250 1.0570
O -4.8011 -2.2852 -0.6365
O 5.7487 3.2927 2.4655
O 4.7675 1.9119 3.9714
O 0.4853 2.8377 -1.3760
N -4.9649 -4.7240 -0.9946
N 5.7894 -6.3874 0.7856
N 1.4244 5.7635 1.0659
N -6.1721 1.9870 0.4540
N -7.6802 3.1719 2.0437
N -3.3140 -4.1582 -2.8328
N -7.1873 4.7588 0.1287
N 5.9781 -5.8128 -1.6318
N -2.5030 -3.0828 -0.7359
N 4.4499 -4.1005 -0.5552
C 1.7724 3.3055 0.5758
C 6.6372 -6.4560 1.9780
C 4.6135 -2.7572 -1.0827
C -3.0254 -5.5694 -2.8851
C -3.8334 -3.7083 -4.1287
C 2.0848 6.9991 0.9062
C 5.0090 2.2018 2.8300
C -9.0662 3.0330 2.5006
C 5.5319 0.1614 1.4322
C 5.6251 3.8956 -2.3299
C 3.6968 5.1021 0.8238
C 4.4885 4.6110 -1.5645
C -5.9312 5.4678 0.0611
C 7.0328 -5.3422 -2.5360
C 5.1890 4.5322 2.9020
C 3.7992 4.8600 2.3626
C 4.5875 -7.1706 1.0072
C -4.7960 2.3535 0.7288
C -6.1909 0.8270 -0.4430
C 4.5525 1.3204 1.6936
C 3.5621 6.6381 0.6502
C -0.4825 2.1163 0.6862
C -1.7486 -4.0460 0.0449
C 4.8280 -6.2264 -2.3959
C 3.0727 -4.4193 -0.2569
C -2.2768 -1.7401 -0.1935
C 0.3719 3.1931 -0.0105
C -8.3193 5.5856 -0.2540
C 2.2460 4.7476 0.4082
C -6.9816 4.1119 2.8831
C 4.8488 4.6390 -0.0694
C -4.6688 -5.7535 -0.0256
C -6.3497 -4.7508 -1.4377
H 5.7158 5.2915 0.0376
H -2.6785 -1.6266 0.8220
H 3.7865 -6.5908 1.4799
H -9.0526 5.0141 -0.8281
H -6.4541 -5.2838 -2.3933
H -2.7328 -0.9797 -0.8232
H 3.5878 4.0299 -1.7440
H -1.3900 -4.8812 -0.5604
H -2.3070 -4.4181 0.9115
H -4.8607 -6.7439 -0.4584
H 5.2467 -0.2668 0.4729
H 3.7874 -2.1062 -0.7889
H 4.4277 -5.4237 -3.0335
H -0.1936 4.1230 0.0745
H -2.2557 -5.7312 -3.6442
H 4.6744 -2.7579 -2.1806
H -6.9960 -5.2369 -0.7052
H 2.0489 4.9242 -0.6529
H 5.8832 5.3501 2.7312
H -7.2022 0.4536 -0.5804
H -4.8242 -4.1318 -4.3451
H 1.7731 2.9743 1.6111
H 6.1719 -5.9808 2.8503
H 6.7538 -4.4085 -3.0443
H -5.2787 -5.6543 0.8820
H 3.5211 5.7979 2.8434
H -5.7770 1.0597 -1.4334
H 5.1289 -7.0553 -3.0416
H 7.9557 -5.1568 -1.9774
H 2.6463 -3.7438 0.4969
H -8.8302 5.9988 0.6276
H -4.6655 2.7531 1.7372
H 1.1081 5.5589 2.0034
H -5.7138 5.8278 -0.9536
H 5.5241 -2.2912 -0.6982
H -3.9252 -2.6176 -4.1421
H -6.9746 3.7181 3.9028
H 5.4441 -0.6181 2.1820
H 4.3181 7.2710 1.1095
H 4.0104 -6.5957 -1.7832
H 2.9432 -5.4344 0.1081
H 4.4402 1.8638 0.7594
H -5.0865 4.8620 0.3775
H 4.7986 -8.0056 1.6757
H 4.3374 5.6062 -1.9812
H -9.6477 3.9522 2.3401
H 7.2618 -6.0936 -3.2951
H -3.9038 -6.1753 -3.1538
H -3.1553 -3.9840 -4.9396
H -0.8414 -3.5857 0.4381
H 3.5874 0.8971 1.9613
H 6.5197 3.9655 -1.7193
H -5.6167 0.0105 -0.0088
H -5.9518 6.3359 0.7332
H -9.5640 2.2227 1.9587
H 5.7982 4.3270 -3.3070
H -1.2080 -1.5213 -0.1718
H -4.3929 3.0535 -0.0128
H -3.6272 -5.7565 0.2834
H -9.1052 2.7810 3.5630
H 6.5577 0.5017 1.3132
H -2.6273 -5.9653 -1.9549
H 2.4331 2.6977 -0.0396
H -0.3992 2.6949 -1.7253
H -7.4582 5.1040 2.9025
H 2.4628 -4.3427 -1.1667
H 7.5967 -5.9761 1.8059
H 6.8499 -7.4995 2.2191
H 3.6537 6.8791 -0.4186
H 3.1030 4.1139 2.7466
H 5.0949 4.4669 3.9899
H -4.1513 1.4757 0.7032
H 5.1670 3.6239 0.1547
H -8.0121 6.4180 -0.8895
H 4.2235 -7.6406 0.0913
H -6.7435 -3.7406 -1.5735
H -5.9418 4.2540 2.6020
```